No. 1
84
Properties=species:S:1:pos:R:3:lowdin_charge:R:1 method="wB97M-V/def2-TZVPD" e_above_lowest_ev=0.000 molar_mass_g_mol=952.83 gap_ha=0.2402
Ir -0.349 -2.383 0.249 1.1403
C -4.827 10.534 0.027 -0.0759
O -5.635 9.379 0.177 -0.0743
C -5.019 8.173 0.170 -0.2792
C -3.646 7.991 0.023 -0.0051
C -3.121 6.708 0.031 -0.0124
C -3.940 5.597 0.183 -0.1581
C -5.314 5.795 0.325 -0.0256
C -5.851 7.064 0.320 0.0053
C -3.334 4.262 0.190 -0.2563
N -2.058 4.011 0.012 0.1916
C -1.945 2.647 0.104 -0.1666
C -3.166 2.067 0.336 -0.1248
N -4.055 3.113 0.391 0.1851
C -3.341 0.658 0.480 -0.0669
C -4.556 0.005 0.732 0.0118
C -4.565 -1.358 0.863 -0.0126
C -3.369 -2.073 0.738 -0.0650
N -2.214 -1.473 0.489 -0.0235
C -2.185 -0.123 0.365 -0.1299
C -0.890 0.467 0.119 -0.1211
N 0.176 -0.392 0.031 -0.0212
C 1.364 0.157 -0.187 -0.0926
C 1.569 1.535 -0.324 -0.0155
C 0.511 2.397 -0.240 0.0185
C -0.759 1.852 -0.010 -0.0698
H -5.506 11.381 0.060 0.0934
H -4.303 10.527 -0.932 0.0963
H -4.102 10.618 0.839 0.0962
H -2.981 8.833 -0.096 0.1045
H -2.056 6.556 -0.080 0.1144
H -5.991 4.957 0.439 0.1048
H -6.915 7.225 0.429 0.1226
H -5.043 3.058 0.557 0.1470
H -5.474 0.572 0.827 0.1171
H -5.479 -1.898 1.060 0.1179
H -3.349 -3.145 0.846 0.0889
H 2.192 -0.522 -0.267 0.0731
H 2.576 1.889 -0.500 0.1112
H 0.619 3.468 -0.344 0.1220
Cl 8.247 1.178 -1.126 0.6702
C 6.968 0.014 -0.967 -0.6629
C 7.196 -1.153 -0.255 -0.0874
C 6.173 -2.077 -0.134 0.0050
C 4.931 -1.828 -0.707 -0.1118
C 4.720 -0.655 -1.422 -0.0131
C 5.742 0.271 -1.560 -0.0950
C 3.862 -2.851 -0.520 -0.4200
O 4.063 -4.003 -0.261 0.1680
O 2.635 -2.297 -0.668 -0.0403
H 8.162 -1.331 0.195 0.1083
H 6.320 -3.000 0.410 0.1280
H 3.764 -0.475 -1.896 0.1176
H 5.598 1.181 -2.126 0.1058
O -1.102 -6.289 -0.250 -0.2915
Cl -1.886 -5.101 -0.310 0.6974
O -3.256 -5.361 0.020 -0.3139
O -1.754 -4.408 -1.536 -0.3115
O -1.376 -4.176 0.797 -0.5134
C 3.573 -2.919 4.350 -0.0944
C 3.345 -1.873 3.465 -0.0765
C 2.594 -2.077 2.319 -0.0374
C 2.066 -3.335 2.024 -0.2006
C 2.283 -4.368 2.933 -0.0227
C 3.030 -4.166 4.084 -0.0787
C 1.294 -3.659 0.799 -0.1758
C 1.523 -3.181 -0.505 -0.3570
C 1.283 -3.957 -1.754 -0.2030
C 1.444 -5.335 -1.803 -0.0330
C 1.211 -6.022 -2.985 -0.0668
C 0.842 -5.336 -4.131 -0.0837
C 0.714 -3.952 -4.097 -0.0791
C 0.936 -3.269 -2.915 -0.0428
H 4.161 -2.759 5.245 0.0985
H 3.750 -0.890 3.673 0.1017
H 2.393 -1.243 1.664 0.0874
H 1.865 -5.346 2.725 0.1193
H 3.188 -4.985 4.773 0.1021
H 0.859 -4.651 0.855 0.0966
H 1.753 -5.870 -0.916 0.1225
H 1.321 -7.098 -3.008 0.1067
H 0.658 -5.876 -5.051 0.0998
H 0.429 -3.410 -4.989 0.1005
H 0.812 -2.192 -2.875 0.1110

---

No. 2
90
Properties=species:S:1:pos:R:3:lowdin_charge:R:1 method="wB97M-V/def2-TZVPD" e_above_lowest_ev=3.779 molar_mass_g_mol=1129.95 gap_ha="0.1462 / 0.1460"
In -18.668 -4.349 -10.641 0.9701
C -21.945 -6.288 -7.659 -0.0528
O -21.616 -5.442 -8.788 -0.1732
C -22.437 -5.326 -9.837 -0.2430
C -23.808 -5.562 -9.665 -0.0301
C -24.684 -5.702 -10.768 -0.0940
C -24.139 -5.544 -12.028 -0.1188
C -22.801 -5.369 -12.214 -0.0496
C -21.860 -5.273 -11.188 -0.1558
N -20.509 -5.186 -11.525 -0.0905
N -20.123 -5.339 -12.800 0.0410
C -20.174 -6.605 -13.273 -0.1148
C -19.848 -7.814 -12.411 -0.3344
O -19.900 -7.755 -11.196 0.0778
C -19.463 -9.016 -13.112 -0.0001
C -19.332 -9.083 -14.454 0.0109
C -19.554 -7.866 -15.251 -0.1729
C -19.249 -7.928 -16.598 -0.0450
C -19.331 -6.838 -17.454 -0.0715
C -19.975 -5.712 -16.920 -0.0937
C -20.169 -5.549 -15.553 -0.0319
C -20.007 -6.664 -14.693 -0.1276
H -22.409 -7.245 -7.961 0.1074
H -22.716 -5.823 -7.024 0.0786
H -20.996 -6.453 -7.100 0.0614
H -24.151 -5.520 -8.605 0.1147
H -25.718 -5.996 -10.595 0.0964
H -24.793 -5.497 -12.873 0.0969
H -22.520 -5.221 -13.244 0.1046
H -19.196 -9.896 -12.532 0.1274
H -19.135 -9.975 -15.052 0.1180
H -18.978 -8.930 -17.077 0.1361
H -19.067 -6.907 -18.470 0.0837
H -20.394 -4.953 -17.606 0.1070
H -20.427 -4.545 -15.156 0.1144
Cl -13.971 -5.680 -5.482 0.6959
C -15.378 -5.676 -6.472 -0.6479
C -16.250 -6.729 -6.527 -0.1698
C -17.404 -6.741 -7.346 -0.6456
I -18.550 -8.454 -7.464 1.0029
C -17.728 -5.597 -8.077 -0.4148
O -18.780 -5.534 -8.832 -0.1746
C -16.762 -4.499 -8.100 -0.1232
N -16.952 -3.571 -9.077 0.0623
C -16.044 -2.587 -9.300 -0.0985
C -14.835 -2.548 -8.567 -0.0358
C -14.638 -3.508 -7.560 -0.0240
C -15.578 -4.515 -7.280 -0.1740
H -15.861 -7.563 -5.941 0.1005
H -16.354 -1.820 -9.998 0.0769
H -14.172 -1.655 -8.663 0.1158
H -13.676 -3.449 -7.054 0.0931
N -10.957 -4.953 -10.475 0.0615
C -12.166 -5.584 -10.843 -0.2628
C -12.872 -6.398 -9.844 -0.0410
C -14.172 -6.793 -10.086 -0.0768
C -14.751 -6.579 -11.358 -0.2243
C -13.906 -6.079 -12.362 -0.1248
C -12.708 -5.467 -12.211 -0.0249
S -16.446 -7.169 -11.902 0.6115
O -16.751 -8.137 -10.887 -0.3087
O -16.437 -7.717 -13.256 -0.3013
N -17.213 -5.761 -11.897 -0.1382
C -16.981 -4.898 -12.946 -0.4746
N -16.707 -5.241 -14.222 0.1700
C -16.783 -4.218 -15.070 -0.0738
C -17.347 -2.928 -14.733 -0.0271
C -17.582 -2.723 -13.382 -0.1174
N -17.296 -3.688 -12.492 0.0532
H -10.966 -4.734 -9.478 0.0803
H -10.801 -4.060 -10.954 0.0887
H -12.419 -6.651 -8.839 0.1222
H -14.793 -7.356 -9.341 0.1235
H -14.272 -6.295 -13.370 0.1054
H -12.344 -4.724 -12.895 0.0988
H -16.449 -4.402 -16.054 0.0989
H -17.410 -2.103 -15.473 0.1081
H -18.086 -1.876 -12.949 0.0802
Se -18.523 0.960 -10.597 1.1437
N -20.176 1.115 -9.938 -0.2417
C -20.635 -0.170 -9.757 -0.3267
C -21.753 -0.528 -8.981 0.0335
C -21.806 -1.877 -8.553 -0.0089
C -20.758 -2.746 -8.784 -0.0715
N -19.847 -2.510 -9.727 0.0623
C -19.649 -1.260 -10.175 -0.4212
N -18.509 -0.850 -10.745 -0.2324
H -22.464 0.205 -8.641 0.1193
H -22.727 -2.181 -8.078 0.1185
H -20.800 -3.659 -8.166 0.1325

---

No. 3
85
Properties=species:S:1:pos:R:3:lowdin_charge:R:1 method="wB97M-V/def2-TZVPD" e_above_lowest_ev=4.353 molar_mass_g_mol=1007.53 gap_ha="0.2123 / 0.2336" spin_multiplicity=4 s2=3.844
V 0.961 1.325 0.800 0.5395
I 3.868 2.469 3.984 0.9460
C 2.084 1.720 4.743 -0.6368
C 1.917 1.639 6.142 -0.2292
C 0.756 1.152 6.666 -0.6672
I 0.580 1.073 8.750 0.9059
C -0.290 0.710 5.811 -0.2016
C -1.508 0.145 6.260 -0.0469
C -2.432 -0.290 5.354 -0.0416
C -2.153 -0.140 3.978 -0.1241
N -1.051 0.387 3.523 0.1307
C -0.110 0.806 4.412 -0.1516
C 1.098 1.323 3.868 -0.4114
O 1.212 1.391 2.570 -0.3169
H 2.717 1.968 6.790 0.0751
H -1.693 0.063 7.322 0.0576
H -3.363 -0.738 5.674 0.1042
H -2.872 -0.479 3.232 0.1046
O -0.672 3.588 0.906 -0.0252
N -0.741 2.234 0.639 -0.1366
C -1.926 1.868 0.355 -0.0367
C -2.480 0.507 0.206 -0.1697
C -3.832 0.525 -0.143 -0.0336
C -4.592 -0.627 -0.203 -0.0625
C -4.006 -1.839 0.117 -0.0594
C -2.659 -1.881 0.444 -0.0858
C -1.863 -0.738 0.458 -0.2649
P -0.068 -0.849 0.776 1.1459
C 0.348 -2.367 1.686 -0.3308
C 1.127 -2.194 2.830 -0.0807
C 1.501 -3.283 3.606 -0.0613
C 1.117 -4.563 3.231 -0.0741
C 0.407 -4.751 2.052 -0.0683
C 0.033 -3.664 1.277 -0.0853
C 0.566 -1.294 -0.962 -0.3464
C 3.033 -1.967 -1.881 -0.1482
C 2.993 -1.387 -3.246 -0.0387
C 2.076 -1.719 -4.145 -0.0637
C 0.872 -2.517 -3.792 -0.1649
C -0.175 -2.305 -1.866 -0.1560
H 0.288 3.800 0.806 0.0149
H -2.645 2.678 0.274 0.1406
H -4.298 1.480 -0.355 0.1147
H -5.637 -0.575 -0.480 0.1095
H -4.590 -2.750 0.113 0.1102
H -2.222 -2.830 0.716 0.0865
H 1.454 -1.196 3.109 0.0945
H 2.093 -3.128 4.499 0.1094
H 1.382 -5.412 3.847 0.1055
H 0.150 -5.751 1.726 0.1066
H -0.469 -3.842 0.337 0.0952
H 4.036 -2.017 -1.473 0.1371
H 3.813 -0.734 -3.521 0.1079
H 2.126 -1.317 -5.152 0.1117
H 0.567 -3.150 -4.624 0.1314
H -1.086 -2.727 -1.447 0.1208
S 2.390 3.147 0.278 0.6347
C 1.855 3.178 -1.423 -0.7801
N 2.278 4.223 -2.164 0.0343
N 1.815 4.394 -3.403 0.0074
C 0.613 4.020 -4.035 -0.2460
C 0.621 3.913 -5.422 -0.0368
C -0.539 3.585 -6.109 -0.0964
C -1.723 3.370 -5.421 -0.1063
C -1.736 3.519 -4.037 -0.0898
C -0.586 3.851 -3.345 -0.0451
N 1.181 2.183 -1.961 0.0345
N 0.988 1.137 -1.117 -0.1703
C 0.519 -0.013 -1.767 -0.2754
C 1.996 -1.854 -0.769 -0.1476
C 2.145 -3.132 -1.544 -0.1306
C 0.905 -3.271 -2.415 -0.1330
C -0.322 -1.607 -3.241 -0.1579
C 0.008 -0.170 -2.987 0.0223
H 2.473 4.901 -3.971 0.1356
H 1.547 4.076 -5.962 0.1092
H -0.511 3.491 -7.188 0.1003
H -2.624 3.094 -5.952 0.0960
H -2.660 3.379 -3.489 0.0987
H -0.617 3.996 -2.275 0.1024
H 2.424 -1.770 0.221 0.1253
H 2.571 -4.023 -1.102 0.1394
H 0.590 -4.309 -2.507 0.1402
H -1.254 -1.764 -3.784 0.1366
H -0.092 0.627 -3.712 0.1128